152
Properties=species:S:1:pos:R:3:forces:R:3:mulliken_charge:R:1 method="wB97M-V/def2-TZVPD" charge=-2 lumo_energy_ev=3.2 energy_ev=-147044.282 largest_force_ev_per_a=3.05 e_homo_ev=-0.56
Rb -0.15644 -0.59827 -0.23123 -1.25 -0.36 -1.19 0.900
C -2.38275 -6.93756 -0.20570 -0.10 -0.16 0.02 -1.083
O -2.41758 -5.56420 -0.42526 -0.12 0.54 0.08 -0.149
C -3.43398 -4.84148 0.20462 0.35 0.03 -0.21 0.201
C -4.54667 -5.43424 0.75320 0.12 -0.24 -0.06 -0.431
C -5.55324 -4.67277 1.34210 -0.25 0.00 0.10 -1.109
C -5.43623 -3.29444 1.33455 -0.30 -0.19 0.01 -0.168
C -4.33769 -2.67153 0.77112 0.28 -0.23 0.10 0.235
C -4.30520 -1.20157 0.62847 0.20 -0.17 0.21 -0.646
N -3.98219 -0.29030 1.44993 0.02 1.04 -1.52 -0.646
N -3.70633 -0.45569 2.74163 0.22 -0.45 1.15 -0.667
C -2.50751 -0.47692 3.20804 -1.02 0.04 -0.74 0.535
O -1.48499 -0.43530 2.28357 -0.33 0.02 -0.13 1.473
C -2.28946 -0.59040 4.62598 0.14 0.18 0.41 0.518
C -3.24636 -1.27718 5.35606 0.23 0.11 -0.29 -1.297
C -3.15746 -1.75798 6.65156 -0.64 0.01 0.23 -0.645
C -2.01911 -1.89812 7.47504 0.43 -0.14 0.10 -0.328
C -0.70756 -1.70927 7.18954 0.38 -0.06 0.31 -1.263
C -0.17149 -1.17049 5.90803 -0.04 -0.09 0.09 0.767
C -3.24022 -3.40945 0.21257 -0.67 -0.22 0.31 0.000
O -2.20874 -2.84930 -0.24423 0.76 0.38 -0.48 -0.096
H -1.47993 -7.31448 -0.69104 -0.02 0.03 0.03 0.241
H -2.33925 -7.16917 0.86646 -0.04 -0.06 -0.04 0.397
H -3.25297 -7.45057 -0.64384 0.07 -0.01 0.06 0.343
H -4.66770 -6.51026 0.72547 0.08 -0.04 0.02 0.299
H -6.41243 -5.17148 1.77624 0.00 0.09 0.02 0.311
H -6.23761 -2.68960 1.74417 0.03 0.08 0.08 0.387
H -4.59809 -0.82369 -0.35145 0.11 0.02 -0.10 0.572
H -4.16056 -1.49689 4.81897 -0.05 -0.05 0.00 0.348
H -4.06553 -2.18350 7.06583 -0.09 0.01 -0.02 0.257
H -2.22907 -2.27302 8.47596 0.03 -0.01 0.02 0.279
H 0.02331 -1.87349 7.97223 0.00 -0.01 0.16 0.274
H 0.82395 -0.73907 6.11326 -0.02 -0.08 0.01 0.293
C -0.66714 8.19432 3.59073 -0.12 -0.52 0.29 -0.777
S -0.96746 6.74478 4.64525 0.05 0.02 -0.17 -0.130
C -1.14086 5.51190 3.31204 0.05 0.32 0.33 0.210
C -1.11708 4.09705 3.85355 -0.05 0.06 -0.22 -1.950
C -1.30728 3.06580 2.73666 -0.35 0.19 0.46 0.103
N -0.13496 2.91240 1.87674 0.09 -0.57 -0.53 1.329
P 1.12352 1.75721 2.27706 -0.56 0.42 1.20 1.210
C 2.01792 2.83523 3.46723 0.36 -0.14 -0.16 0.492
C 2.67082 2.32501 4.58481 -0.05 -0.09 -0.04 -0.375
C 3.41666 3.15027 5.40668 0.12 0.05 0.14 -0.927
C 3.53671 4.49939 5.11885 0.07 0.05 0.09 -0.855
C 2.92619 5.01280 3.98656 0.07 0.14 0.04 -0.757
C 2.18893 4.18452 3.16444 -0.05 -0.06 -0.07 0.087
C 0.29136 0.60163 3.43551 0.29 0.24 -0.31 2.070
C -0.16029 -0.66805 2.75379 0.22 0.02 0.71 0.524
C -0.02896 -1.96753 3.51048 0.19 -0.23 -0.42 -0.915
C -0.00632 -2.19259 4.81708 0.25 0.07 0.11 -1.047
C -1.10090 -0.03377 5.37336 -0.33 0.03 0.02 -0.579
C -0.23745 0.91947 4.61676 0.24 -0.31 -0.06 -1.062
P -0.64448 2.59768 0.22446 -0.13 1.11 0.34 0.383
C -1.38166 4.28910 -0.03932 -0.21 -0.15 -0.15 0.924
C -2.72245 4.43004 -0.37001 0.12 -0.12 0.01 -0.178
C -3.27647 5.68463 -0.56634 -0.19 0.18 -0.04 -0.598
C -2.49456 6.81793 -0.42793 -0.13 0.05 -0.06 -0.937
C -1.15054 6.68901 -0.11428 0.14 0.06 0.01 -0.500
C -0.59943 5.43488 0.07002 -0.01 0.04 -0.05 -0.755
C 0.81561 3.00775 -0.78893 -0.02 -0.20 -0.17 1.668
C 2.13905 3.15004 -0.40536 -0.05 0.14 0.02 -0.202
C 3.10621 3.42705 -1.35755 0.08 0.14 -0.04 -0.512
C 2.76058 3.56395 -2.69013 0.04 0.10 -0.02 -0.904
C 1.43594 3.43750 -3.07830 0.00 0.11 -0.08 -0.649
C 0.47296 3.15815 -2.13191 0.06 -0.04 0.07 -1.782
H -0.57938 9.05759 4.24199 0.02 0.14 0.00 0.369
H -1.50143 8.32140 2.90576 -0.01 0.12 -0.10 0.225
H 0.25693 8.04599 3.03866 0.07 0.10 -0.12 0.192
H -0.31101 5.67239 2.62762 0.00 -0.05 -0.09 -0.461
H -2.07964 5.71669 2.79224 0.05 -0.05 -0.12 0.522
H -1.92747 3.97123 4.57476 -0.02 -0.07 0.07 0.732
H -0.17223 3.92305 4.36873 -0.07 -0.02 0.08 0.194
H -2.15212 3.38691 2.11492 0.01 -0.08 0.14 1.033
H -1.59665 2.11808 3.20409 -0.04 0.11 -0.26 -1.043
H 2.57543 1.27497 4.82009 -0.05 -0.05 0.07 -0.178
H 3.90333 2.74240 6.28256 0.01 -0.05 0.05 0.451
H 4.10405 5.14780 5.77212 0.05 0.04 0.05 0.352
H 3.02576 6.06352 3.74919 -0.01 0.07 -0.03 0.449
H 1.71422 4.57728 2.27783 -0.07 0.08 -0.08 0.154
H 0.42361 -0.78602 1.83656 0.02 -0.14 1.17 -1.989
H 0.06335 -2.81207 2.83600 0.00 -0.08 0.05 0.413
H 0.11897 -3.21404 5.15935 -0.02 -0.08 -0.05 0.324
H -1.50363 0.48390 6.25296 0.11 -0.08 -0.06 0.895
H 0.02313 1.84326 5.11898 -0.02 0.17 -0.09 0.185
H -3.32978 3.54561 -0.49037 -0.08 -0.01 0.07 0.253
H -4.32071 5.77848 -0.83371 -0.07 -0.01 0.01 0.498
H -2.92471 7.79949 -0.57851 -0.03 0.04 -0.01 0.334
H -0.53189 7.57340 -0.02656 0.05 0.02 0.02 0.494
H 0.45570 5.33203 0.28172 0.10 0.01 0.04 0.111
H 2.42696 3.01150 0.62813 0.09 0.01 -0.17 -0.138
H 4.14105 3.49725 -1.05900 0.06 -0.04 0.02 0.342
H 3.52344 3.74143 -3.43482 0.10 0.03 -0.04 0.347
H 1.16133 3.54279 -4.12047 -0.01 0.00 -0.07 0.528
H -0.56300 3.02815 -2.42060 -0.04 0.05 -0.06 0.409
O 4.13855 0.74799 -1.62719 0.49 0.01 -0.27 -0.866
C 3.16217 0.08432 -1.25978 -0.08 0.00 -0.06 -0.122
O 2.40628 0.31910 -0.28516 0.03 0.25 -0.89 -0.238
C 2.87574 -1.20665 -2.04162 0.20 -0.09 0.01 -0.608
C 3.82509 -1.67097 -2.98509 0.13 -0.11 -0.14 -0.937
C 3.56516 -2.81060 -3.68773 0.00 0.12 0.09 -1.339
C 2.37199 -3.52079 -3.43005 -0.28 0.18 0.24 1.090
C 2.02853 -4.72569 -4.07298 -0.04 -0.16 -0.10 -0.696
C 0.86025 -5.36878 -3.76425 0.24 -0.05 -0.17 -0.684
C -0.01937 -4.82738 -2.81298 -0.13 0.15 0.09 -0.921
C 0.27422 -3.64952 -2.18252 -0.06 -0.02 0.06 0.206
C 1.47907 -2.97140 -2.46591 0.28 -0.73 -0.73 -0.711
N 1.75144 -1.82789 -1.81399 0.27 0.34 0.15 2.124
H 4.72716 -1.09496 -3.13168 -0.01 0.08 0.03 0.609
H 4.25242 -3.18549 -4.44125 0.02 0.01 0.06 0.325
H 2.70614 -5.13252 -4.81467 0.04 -0.04 -0.02 0.350
H 0.60865 -6.29976 -4.25726 0.00 -0.03 -0.02 0.365
H -0.94110 -5.33801 -2.57602 -0.10 0.01 0.10 0.593
H -0.40648 -3.23096 -1.45390 -0.24 -0.14 0.13 0.387
N -1.23691 1.27406 -5.54926 -0.87 -0.20 0.47 -0.126
C -0.02678 1.49332 -6.19107 0.99 0.08 -0.28 -0.152
C 0.01896 2.09741 -7.44118 -0.08 -0.04 0.15 -0.727
C 1.23490 2.31465 -8.08088 0.09 0.01 0.00 -0.531
C 2.42110 1.96853 -7.45955 0.00 0.05 -0.17 -0.806
C 2.38981 1.36800 -6.20843 -0.23 -0.03 0.09 -0.605
C 1.18260 1.09723 -5.59409 -0.52 0.01 0.07 0.409
S 1.14717 0.23633 -4.04942 0.57 -0.19 -0.64 0.294
N -0.36215 0.52235 -3.47521 -1.56 0.56 -0.34 -0.034
C -1.33960 0.98847 -4.17362 2.40 -0.61 -0.26 0.356
C -2.59517 1.23472 -3.49731 -1.96 0.36 1.03 0.674
C -3.80514 1.54292 -4.15390 1.12 -0.24 -0.09 -0.819
C -4.94431 1.75405 -3.40889 -0.32 0.02 0.73 -0.911
C -4.87964 1.63383 -2.02413 0.08 0.02 -0.68 -1.127
C -3.64350 1.33200 -1.45702 -0.50 0.04 0.30 -1.337
N -2.54390 1.15600 -2.15047 0.44 -0.13 -1.11 1.085
H -2.03556 1.71021 -5.98350 0.13 -0.01 0.16 0.143
H -0.90653 2.38310 -7.92786 -0.05 0.03 0.00 0.388
H 1.24622 2.76057 -9.06661 -0.01 0.04 -0.01 0.368
H 3.37036 2.15590 -7.94071 0.04 0.02 -0.05 0.394
H 3.29762 1.09099 -5.69545 0.19 -0.03 0.05 0.576
H -3.86412 1.59186 -5.23308 0.01 0.00 -0.04 0.403
H -5.87886 2.00215 -3.89882 0.03 -0.05 0.01 0.395
H -5.75854 1.76172 -1.41220 -0.02 0.01 0.14 0.547
H -3.53980 1.22767 -0.38436 -0.07 -0.06 0.25 1.414
O 2.24406 -2.14329 1.22409 -1.19 -1.49 -0.81 -0.861
S 2.94268 -0.93174 1.64624 2.03 0.32 2.26 1.450
C 4.67333 -1.15832 1.03256 -0.42 0.16 0.18 -0.278
C 5.34019 -2.11873 1.99189 0.11 0.00 0.12 -0.620
C 5.02234 -1.59235 3.38647 0.14 -0.15 -0.06 -0.638
C 3.52040 -1.38576 3.39620 -0.08 0.33 -0.39 -0.673
H 5.14264 -0.17769 1.01694 0.10 0.14 -0.07 0.316
H 4.59327 -1.54195 0.02142 -0.05 0.05 -0.12 -0.100
H 6.41529 -2.20658 1.81195 -0.02 -0.01 -0.05 0.449
H 4.88614 -3.10441 1.87047 0.05 -0.08 -0.02 0.193
H 5.53691 -0.64049 3.54578 0.07 -0.01 0.02 0.281
H 5.34625 -2.29042 4.16451 -0.01 0.09 0.03 0.390
H 3.20131 -0.58502 4.05689 -0.09 0.01 0.14 -0.191
H 2.97837 -2.29230 3.64997 -0.15 -0.05 -0.09 0.376